DFT (ωB97M-V with the def2-TZVPD basis set) results for 10 unconnected molecules or ions with the total composition C33H67Cl9O10 in a non-equilibrium geometry.

HOMO-LUMO gap in eV: 8.0372
Total charge: 0
HOMO in eV: -9.48

Each line ends with the Mulliken charge.
Element x y z (Å)
Cl (-0.28026, -3.59687, 4.05835)  -0.04
Cl (-4.43241, -4.95164, 3.28210)  -0.14
Cl (-5.33532, -5.99398, 0.61877)  -0.14
Cl (0.31730, -4.85416, 6.51336)  -0.12
Cl (4.93242, -3.09672, -5.79563)  -0.14
Cl (-6.36490, -3.52828, 1.58610)  -0.15
Cl (-0.70462, -6.62867, 4.32935)  -0.14
Cl (2.31221, -1.62625, -5.65586)  0.01
Cl (2.48616, -4.38481, -6.47512)  -0.12
O (-3.33287, 0.98344, 1.60597)  -0.42
O (2.87540, -0.53355, -1.36555)  -0.66
O (0.17241, 4.31381, -0.42026)  -0.23
O (-1.68268, -3.30936, -0.19969)  -0.45
O (4.89691, 3.38543, 0.43556)  -0.35
O (1.74321, -0.24659, 7.07891)  -0.35
O (-3.82601, -3.51283, -1.89875)  -0.01
O (-0.87719, -2.75763, -2.84094)  -0.66
O (0.13303, 1.77631, -5.54360)  -0.46
O (2.00955, -0.89565, 1.28509)  -0.46
C (1.72919, -1.11444, -1.04596)  0.29
C (0.65176, -0.74607, 7.89331)  -0.07
C (5.33746, 4.19999, -0.61008)  -0.60
C (2.93883, -0.12687, 4.97357)  -1.32
C (0.80664, 0.10144, 9.15207)  -1.19
C (-0.75418, -4.94819, 5.10205)  0.05
C (-1.20923, 1.18526, -3.68147)  -1.45
C (1.54319, 2.47741, -1.31796)  -0.04
C (-0.78470, 5.32243, -0.59954)  -0.48
C (-0.02322, 0.79651, -4.54792)  0.68
C (2.38555, 2.50906, -5.11956)  -0.78
C (-3.22163, -5.81585, -2.24253)  -0.99
C (3.30662, -2.82078, -6.51936)  -0.13
C (1.33766, -1.24317, 0.39044)  0.68
C (-4.89480, -4.55186, 1.57033)  1.07
C (1.38002, 2.00450, -6.19532)  -0.40
C (4.42583, 4.21069, -1.85889)  -0.65
C (-1.42035, 5.50639, 0.78397)  -1.00
C (0.13581, -2.06994, 0.63362)  -0.24
C (-4.62370, -2.41769, -2.24645)  -0.75
C (-2.34255, 1.75849, 0.83357)  0.23
C (-4.03558, -4.60007, -2.71630)  -0.48
C (-0.55604, -2.59427, -0.40247)  0.64
C (-2.94879, 2.60902, -0.32844)  -1.16
C (1.00426, -1.66067, -2.01509)  -0.21
C (-4.21322, -1.39028, -1.16513)  0.04
C (1.71609, -0.60315, 5.74127)  0.20
C (4.58026, 1.29835, 1.42284)  -1.20
C (-3.17411, -1.01269, 2.54490)  -0.51
C (0.75826, 3.80739, -1.61707)  -0.38
C (-2.80317, 0.42869, 2.77258)  -0.45
C (-0.25817, -2.32143, -1.85293)  0.54
C (5.19986, 2.04487, 0.29742)  -0.22
H (3.31064, -0.10966, -0.62226)  0.12
H (-2.84000, -1.39418, 1.58006)  -0.37
H (2.83422, -0.59328, 3.99397)  0.30
H (4.70873, 4.96721, -2.59083)  0.49
H (-2.07535, 6.37379, 0.70221)  0.36
H (-2.83170, -6.40449, -3.07294)  0.34
H (-3.90011, -6.50115, -1.73446)  0.28
H (-1.91746, 2.50460, 1.50493)  0.38
H (1.37572, 2.83996, -6.89539)  0.39
H (3.81706, -0.48092, 5.51345)  0.38
H (0.61816, -1.80741, 8.13934)  0.21
H (-1.80054, -4.80566, 5.37209)  0.21
H (4.81522, 1.57722, -0.60893)  0.15
H (1.86931, 1.15078, -6.66419)  0.15
H (-4.47560, -2.12196, -3.28506)  0.37
H (1.72853, -1.68962, 5.65443)  0.11
H (6.36955, 4.00841, -0.90363)  0.37
H (1.44712, -1.58597, -2.99727)  0.19
H (-0.14905, -0.20446, -4.96063)  0.43
H (-0.62140, 5.61933, 1.51679)  0.35
H (5.01079, 1.80358, 2.28741)  0.46
H (5.45972, 5.19180, -0.17480)  0.39
H (-3.34761, -0.84091, -1.53526)  -0.22
H (-1.34677, 2.23843, -3.43650)  0.34
H (1.89826, 1.93719, -2.19556)  0.29
H (-1.92837, 4.58507, 1.06886)  0.02
H (-1.10243, 0.76913, -2.67970)  0.14
H (-4.97498, -0.62549, -1.01375)  0.60
H (-0.03113, 3.46336, -2.28535)  0.03
H (-2.95990, -1.57732, 3.45232)  0.46
H (-1.52849, 1.12977, 0.47286)  -0.01
H (2.74319, 1.66082, -4.53588)  0.17
H (-2.12071, 0.79691, -4.13588)  0.47
H (-2.23986, 3.08113, -1.00862)  0.05
H (2.42303, 2.68476, -0.70888)  0.07
H (1.91824, 3.28584, -4.51432)  0.12
H (3.48035, 4.60782, -1.48950)  -0.05
H (-0.19001, 0.02566, 9.58686)  0.37
H (-0.29744, -0.52897, 7.40342)  0.26
H (-2.38323, -5.48309, -1.63061)  0.12
H (-3.71626, 2.11206, -0.92184)  0.38
H (-4.03159, -1.81051, -0.17592)  -0.44
H (-0.18651, -2.25062, 1.64843)  0.16
H (4.30661, 3.25842, -2.37568)  0.22
H (1.40620, 4.50849, -2.14311)  0.40
H (-5.07779, -4.91216, -2.64912)  0.31
H (0.88095, 0.70505, -3.94607)  -0.35
H (1.56220, -0.24163, 9.85884)  0.29
H (0.90563, -0.14198, 5.17684)  0.18
H (-4.14405, -3.94361, 1.06584)  -0.65
H (-3.53423, 3.42586, 0.09360)  0.46
H (3.26760, 2.99270, -5.53928)  0.53
H (3.50362, 1.46810, 1.43473)  0.19
H (1.04021, 1.14606, 8.94637)  0.31
H (4.89393, 0.25455, 1.43700)  0.40
H (-3.18003, 0.91022, 3.67493)  0.36
H (-1.72729, 0.36806, 2.93661)  0.28
H (1.00505, 1.79068, -0.66457)  -0.08
H (-2.21248, -3.39153, -0.99603)  -0.03
H (-0.25373, 6.10266, -1.14490)  0.43
H (-3.79439, -4.30931, -3.73875)  0.40
H (3.46928, -2.41243, -7.51680)  0.36
H (-4.26336, -1.01978, 2.50500)  0.38
H (-5.65862, -2.74621, -2.15105)  0.33
H (-1.58719, 4.99164, -1.25883)  0.34
H (6.27578, 1.87706, 0.24896)  0.49
H (3.06859, 0.95509, 4.99837)  0.35

---

DFT (ωB97M-V with the def2-TZVPD basis set) results for a molecular structure, C33H67O25Tl in a non-equilibrium geometry.

Spin multiplicity: 2
HOMO-LUMO gap (alpha / beta) in eV: 9.8665 / 7.6589
Total charge: +1
Expectation value of S²: 0.754
ΔE to the lowest compared entry with this formula, charge and spin in kcal per mole: 9.3
HOMO (alpha / beta) in eV: -12.27 / -12.27

Each line ends with the Mulliken charge.
Element x y z (Å)
Tl (-2.63944, 0.88713, 4.20115)  1.01
O (-4.03069, 1.75896, 1.62796)  -0.41
O (2.76884, -6.01409, -1.18977)  -0.34
O (-1.24493, 0.50270, -4.05310)  -0.29
O (-5.03959, -3.40824, 2.60664)  -0.36
O (3.87266, -1.89123, 0.06662)  -0.06
O (-1.95298, 3.37052, 2.37667)  -0.25
O (3.32101, 4.01791, -3.35695)  -0.61
O (-0.86222, -1.15342, -2.76311)  -0.26
O (1.93919, -5.46873, 0.64706)  -0.39
O (-6.21424, 1.62178, 0.85617)  -0.35
O (-1.06266, 4.64482, 0.73301)  -0.43
O (-3.35957, -3.44341, 1.23330)  -0.46
O (1.41796, 4.24555, 4.26366)  -0.33
O (-2.81903, 5.38089, 1.63830)  -0.41
O (3.73327, 3.20817, -5.39264)  -0.37
O (2.30342, 2.24650, 3.94775)  -0.35
O (-4.65149, 0.95954, -0.38139)  -0.49
O (4.09362, -2.66749, -2.00618)  -0.07
O (3.90409, 1.79296, -3.73670)  -0.29
O (5.78906, -3.09701, -0.46834)  -0.61
O (0.00025, 2.38993, 4.21330)  -0.41
O (0.35624, -1.07417, -4.64430)  -0.64
O (-0.86243, -0.35926, 2.15362)  -0.29
O (0.75068, -5.05774, -1.26404)  -0.62
O (-3.58122, -1.70115, 2.66059)  -0.49
C (2.70448, 0.82086, -1.82895)  0.35
C (3.65960, 3.08331, -4.06264)  0.85
C (0.41311, 5.18490, 4.67491)  -0.04
C (1.11248, 2.89416, 4.12934)  0.66
C (-1.15578, 1.50765, -5.08559)  -0.60
C (-2.98518, 2.03113, -1.75966)  -0.68
C (0.22467, 2.24162, -4.93169)  -0.49
C (-6.92588, 2.25338, 1.85929)  -0.52
C (-1.92541, 4.40968, 1.65186)  0.66
C (-2.08922, -2.97909, 0.73842)  -0.06
C (4.05283, 1.34568, -2.37707)  -0.74
C (-0.27726, -5.76388, 1.74258)  -1.11
C (-0.19671, 3.57570, 0.31003)  0.68
C (4.63885, -2.69204, -0.75145)  0.46
C (-4.87857, 1.47746, 0.83795)  0.49
C (1.06509, -4.96500, 1.71047)  0.70
C (-4.46198, -5.80430, 3.11704)  -0.70
C (2.30458, 0.79870, 3.96686)  -0.09
C (-0.10080, -2.21528, -2.20389)  -0.05
C (1.75802, -5.43460, -0.65468)  0.97
C (4.95417, -2.92720, -3.16940)  -0.82
C (-0.52895, -0.66774, -3.89591)  0.73
C (4.27584, -1.75206, 1.45860)  -0.06
C (2.69036, -6.40536, -2.58837)  -0.83
C (-3.94721, -2.78669, 2.20504)  0.54
C (0.15547, -0.25492, 1.18258)  -0.21
C (0.65107, 6.54373, 4.02045)  -1.26
C (-3.95652, 5.32792, 2.50697)  -0.22
C (3.91665, -3.02308, 2.19850)  -0.68
C (0.53475, 3.94754, -0.98159)  -1.02
C (-5.38589, -4.77260, 2.39542)  -0.25
C (-3.39206, 0.81357, -1.01374)  0.81
C (3.60432, 4.58552, -5.98935)  -0.63
H (-0.59076, 4.86293, 4.39797)  0.14
H (-1.28076, 1.04453, -6.06436)  0.43
H (-6.42148, -4.97729, 2.66699)  0.34
H (-4.65186, -5.81508, 4.19033)  0.33
H (1.47178, -5.05924, 2.71736)  0.45
H (0.91260, -3.89576, 1.56357)  -0.59
H (0.85460, -1.82075, -1.85802)  0.00
H (2.37837, 0.30242, 2.99922)  -0.33
H (0.26482, 2.81168, -4.00352)  -0.09
H (0.04074, -2.95794, -2.98909)  0.73
H (-7.76743, 2.70704, 1.33576)  0.26
H (5.32353, -1.48198, 1.59093)  0.40
H (2.54939, 4.85978, -5.98748)  0.26
H (1.71513, 6.74026, 3.88913)  0.34
H (5.35579, -1.96575, -3.48942)  0.30
H (-0.03232, -6.73133, 2.18094)  0.44
H (-1.97630, 2.22153, -5.01334)  0.30
H (0.56127, 3.38657, 1.07018)  0.12
H (-2.11377, 1.91850, -2.40467)  -0.19
H (0.50451, 5.21590, 5.76064)  0.40
H (3.09295, 0.34749, 4.56935)  0.38
H (4.21257, 5.26575, -5.39317)  0.31
H (0.19018, 6.82438, 3.07339)  0.31
H (0.37481, 2.94517, -5.75057)  0.44
H (-0.52696, -6.10656, 0.73844)  0.33
H (-4.69640, -6.82954, 2.83065)  0.37
H (-5.42715, -4.84950, 1.30892)  0.29
H (-0.73450, 2.63734, 0.17452)  -0.11
H (-2.25586, -2.00634, 0.27572)  0.02
H (3.89071, 4.49125, -7.03682)  0.25
H (0.93619, -1.01392, 1.23275)  0.18
H (-3.82566, 2.25940, -2.41509)  0.50
H (-1.27800, -2.95077, 1.46590)  0.16
H (-4.65032, 4.52206, 2.26751)  -0.18
H (-4.52632, 6.22005, 2.24713)  0.29
H (-3.57231, -0.06802, -1.62888)  0.26
H (1.74345, 1.17980, -2.19731)  -0.14
H (-2.62857, 0.40119, -0.35408)  -0.27
H (5.71666, -3.70530, -3.13383)  0.33
H (3.59634, -6.49999, -3.18700)  0.33
H (0.78791, 0.63280, 1.19135)  0.20
H (1.17810, 3.13096, -1.30930)  -0.24
H (-1.74710, -3.68613, -0.01732)  0.33
H (4.15216, -2.80039, 3.23918)  0.45
H (1.02616, 1.50735, -4.85048)  0.23
H (-3.40380, -5.54965, 3.05791)  -0.03
H (3.72520, -0.93074, 1.91722)  -0.11
H (2.70630, -0.25407, -2.00953)  -0.14
H (4.89692, 0.65802, -2.32441)  0.31
H (4.28426, -3.17510, -3.99273)  0.29
H (1.36954, 0.42892, 4.38765)  0.27
H (1.28396, 4.73505, -0.90023)  0.45
H (2.33901, -7.43300, -2.68109)  0.35
H (-6.31565, 3.06971, 2.24572)  0.16
H (-2.94348, 2.88891, -1.08842)  0.09
H (-7.27951, 1.50917, 2.57286)  0.26
H (4.39794, -3.91305, 1.79303)  0.43
H (-1.13997, -5.19549, 2.09006)  0.01
H (-0.08852, 4.17570, -1.84622)  0.38
H (2.10228, -5.80391, -3.28158)  0.30
H (0.25227, 7.27477, 4.72376)  0.36
H (2.75542, 0.91675, -0.74437)  0.11
H (-0.22141, -0.52782, 0.19688)  0.07
H (-0.68722, -2.68964, -1.41699)  -0.38
H (4.27243, 2.19968, -1.73633)  0.38
H (-3.70080, 5.40968, 3.56338)  0.28
H (2.82926, -3.09853, 2.19776)  -0.18